{
  "formula": "C3H10N2",
  "method": "ωB97M-V with the def2-TZVPD basis set",
  "total_energy_ha": -229.74330,
  "max_force_ha_per_bohr": 0.0316,
  "smiles": "C=N.CNC",
  "relative_energy_kj_mol": 173.2,
  "homo_lumo_gap_ev": 9.5699,
  "e_lumo_ev": 1.0,
  "symbols": ["C", "N", "H", "H", "H", "C", "N", "C", "H", "H", "H", "H", "H", "H", "H"],
  "coordinates": [[0.3520, 2.2891, -1.1532], [0.9066, 1.8945, -0.0924], [-0.0859, 1.5830, -1.8662], [0.2895, 3.3248, -1.5165], [1.6424, 2.5272, 0.2242], [-0.9721, -0.8172, 1.3551], [0.1732, -1.3114, 0.6031], [-0.2454, -1.9057, -0.6687], [-1.3881, -1.5822, 2.0171], [-1.7662, -0.5119, 0.6486], [-0.8011, 0.0783, 1.9545], [0.7244, -0.4991, 0.3439], [-0.9970, -1.3056, -1.1961], [0.6372, -1.9985, -1.2945], [-0.5030, -2.9537, -0.5029]],
  "forces_ev_per_angstrom": [[-0.131, 0.346, -0.633], [1.103, -0.858, -0.834], [-0.649, -0.146, 0.670], [0.598, -0.027, 0.102], [-0.918, 0.630, 0.697], [-0.819, 0.033, -0.327], [0.069, 0.659, -0.269], [0.953, -0.466, 0.503], [0.052, -0.021, -0.101], [-0.113, -0.105, 0.234], [0.591, -0.171, 0.009], [0.071, 0.034, 0.271], [-0.218, -0.335, 0.015], [0.176, 0.260, -0.248], [-0.765, 0.166, -0.089]]
}



{
  "formula": "C4H6N2",
  "method": "ωB97M-V with the def2-TZVPD basis set",
  "total_energy_ha": -265.47172,
  "max_force_ha_per_bohr": 0.0061,
  "smiles": "CC1=CN=NC1",
  "relative_energy_kj_mol": 167.7,
  "homo_lumo_gap_ev": 9.9997,
  "e_lumo_ev": 0.6,
  "symbols": ["C", "C", "C", "N", "N", "C", "H", "H", "H", "H", "H", "H"],
  "coordinates": [[1.3126, 0.4617, 0.7986], [0.1595, -0.0912, 0.0260], [0.0172, -1.2897, -0.5545], [-1.2824, -1.4344, -1.1247], [-1.9598, -0.3973, -0.9343], [-1.1348, 0.6000, -0.2470], [2.0279, -0.3269, 1.0508], [1.8463, 1.2349, 0.2342], [0.9713, 0.9202, 1.7339], [0.7220, -2.1076, -0.6392], [-1.6552, 1.0102, 0.6255], [-1.0246, 1.4203, -0.9692]],
  "forces_ev_per_angstrom": [[0.057, 0.000, 0.007], [-0.097, -0.136, -0.098], [0.135, 0.088, 0.123], [-0.142, 0.268, 0.084], [0.216, -0.205, -0.080], [0.033, 0.025, 0.024], [-0.108, 0.131, -0.078], [-0.108, -0.086, 0.054], [0.038, -0.068, -0.150], [-0.121, 0.092, 0.076], [0.036, -0.134, -0.091], [0.061, 0.026, 0.128]]
}



{
  "formula": "C6H11N",
  "method": "ωB97M-V with the def2-TZVPD basis set",
  "total_energy_ha": -289.93597,
  "max_force_ha_per_bohr": 0.0160,
  "smiles": "C/C=C(N)/C=C/C",
  "relative_energy_kj_mol": 93.8,
  "homo_lumo_gap_ev": 8.8684,
  "e_lumo_ev": 1.1,
  "symbols": ["C", "C", "C", "N", "C", "C", "C", "H", "H", "H", "H", "H", "H", "H", "H", "H", "H", "H"],
  "coordinates": [[2.9996, -0.4381, -0.7259], [1.7447, -0.3979, 0.0943], [0.5528, 0.0747, -0.2869], [0.3756, 0.6808, -1.5336], [-0.6120, -0.1275, 0.5829], [-1.8338, 0.3564, 0.3761], [-2.9655, 0.1520, 1.3517], [2.7960, -0.5669, -1.7904], [3.5950, -1.3046, -0.4418], [3.5879, 0.4680, -0.5693], [1.7523, -0.8860, 1.0623], [-0.5406, 1.0411, -1.7330], [0.7670, 0.1693, -2.3104], [-0.4372, -0.6927, 1.4961], [-2.0322, 1.1136, -0.3771], [-2.7753, -0.7040, 1.9972], [-3.9156, 0.0140, 0.8402], [-3.0586, 1.0477, 1.9675]],
  "forces_ev_per_angstrom": [[-0.256, -0.065, 0.160], [-0.157, -0.489, 0.155], [0.085, -0.283, -0.092], [0.074, 0.284, -0.128], [-0.117, 0.401, -0.042], [-0.173, 0.354, 0.723], [0.317, 0.110, -0.253], [0.003, 0.245, -0.037], [0.140, 0.088, 0.122], [0.135, -0.035, -0.187], [0.164, -0.001, -0.020], [-0.076, -0.225, -0.021], [0.005, 0.141, 0.029], [0.054, -0.133, -0.207], [0.046, -0.315, -0.344], [-0.048, 0.013, 0.039], [-0.077, -0.092, -0.022], [-0.120, 0.001, 0.125]]
}



{
  "formula": "C8H8F3NO2",
  "method": "ωB97M-V with the def2-TZVPD basis set",
  "total_energy_ha": -814.29887,
  "max_force_ha_per_bohr": 0.0989,
  "smiles": "CC[C@@]1(F)C=C(F)C=C[C@]1(F)[N+](=O)[O-]",
  "relative_energy_kj_mol": 292.6,
  "homo_lumo_gap_ev": 9.3591,
  "e_lumo_ev": -0.2,
  "symbols": ["C", "C", "C", "F", "C", "C", "F", "C", "C", "C", "F", "N", "O", "O", "H", "H", "H", "H", "H", "H", "H", "H"],
  "coordinates": [[-2.4322, 0.7974, 0.8287], [-1.2845, 1.0912, -0.1720], [-0.0072, 0.4965, 0.4773], [0.3656, 1.2115, 1.5826], [-0.2411, -0.9416, 0.8608], [-0.1092, -1.9803, 0.0479], [-0.3919, -3.2204, 0.3380], [0.6807, -1.7714, -1.1486], [1.3573, -0.6791, -1.4853], [1.2195, 0.4923, -0.5615], [1.2160, 1.7042, -1.3061], [2.5448, 0.6033, 0.2079], [2.9544, -0.4075, 0.6239], [3.0427, 1.6711, 0.1295], [-2.6847, -0.1489, 1.2480], [-3.3799, 1.0012, 0.2994], [-2.4543, 1.5455, 1.5823], [-1.0690, 2.1490, -0.1778], [-1.2998, 0.6523, -1.0873], [-0.9050, -0.9638, 1.7417], [0.8360, -2.6314, -1.8004], [2.0417, -0.6711, -2.2289]],
  "forces_ev_per_angstrom": [[-1.911, 1.514, -2.287], [1.423, -0.197, 4.881], [1.582, -1.380, -2.338], [0.035, 0.200, 0.220], [-2.175, 0.176, 1.511], [1.696, 2.453, -0.058], [-0.725, -1.075, 0.292], [0.690, -1.322, -1.726], [-3.073, 0.168, 3.453], [-0.595, 2.163, -0.425], [-0.707, -1.546, 0.575], [-2.293, 1.370, -2.457], [1.590, -2.754, 2.024], [1.681, 1.549, 1.029], [0.822, -0.946, 0.137], [0.209, 0.159, -0.070], [0.351, 0.471, 0.948], [-0.365, 0.377, -0.534], [-0.779, -1.028, -2.844], [0.845, -0.582, -0.214], [-0.185, -0.065, 0.230], [1.885, 0.296, -2.347]]
}



{
  "formula": "C4H7N3O",
  "method": "ωB97M-V with the def2-TZVPD basis set",
  "total_energy_ha": -395.89624,
  "max_force_ha_per_bohr": 0.1043,
  "smiles": "C=CN(/C=N\\O)N=C",
  "relative_energy_kj_mol": 662.1,
  "homo_lumo_gap_ev": 9.1992,
  "e_lumo_ev": 0.7,
  "symbols": ["C", "C", "N", "C", "N", "O", "N", "C", "H", "H", "H", "H", "H", "H", "H"],
  "coordinates": [[1.7562, 1.5151, 0.0617], [0.3837, 1.3732, -0.0632], [-0.2854, 0.2275, 0.4164], [0.1595, -1.0106, 0.8436], [1.0758, -1.7272, 0.3337], [1.4887, -1.5689, -0.9657], [-1.6317, 0.4709, -0.2248], [-2.4442, -0.5671, -0.3227], [2.4554, 2.2907, -0.4982], [2.0327, 0.7267, 0.9239], [-0.2890, 2.0414, -0.7051], [-0.2191, -1.3680, 1.8554], [1.0542, -0.5977, -1.1641], [-3.4601, -0.2137, -0.6402], [-2.0766, -1.5924, 0.1491]],
  "forces_ev_per_angstrom": [[-1.313, -0.907, 1.218], [3.379, 0.999, -1.524], [-3.802, 2.675, -2.675], [0.343, -0.231, 1.794], [-0.108, -2.097, -0.213], [-2.073, 4.647, 0.739], [-0.918, -3.925, 1.232], [2.363, 1.547, 1.775], [-1.815, -1.815, 1.749], [0.732, 1.983, -2.341], [1.222, -1.172, 1.183], [0.603, 0.529, -1.327], [1.787, -2.955, -0.343], [0.994, -1.178, 0.105], [-1.394, 1.901, -1.372]]
}



Please write out number 1 again, unchanged.
{
  "formula": "C3H10N2",
  "method": "ωB97M-V with the def2-TZVPD basis set",
  "total_energy_ha": -229.74330,
  "max_force_ha_per_bohr": 0.0316,
  "smiles": "C=N.CNC",
  "relative_energy_kj_mol": 173.2,
  "homo_lumo_gap_ev": 9.5699,
  "e_lumo_ev": 1.0,
  "symbols": ["C", "N", "H", "H", "H", "C", "N", "C", "H", "H", "H", "H", "H", "H", "H"],
  "coordinates": [[0.3520, 2.2891, -1.1532], [0.9066, 1.8945, -0.0924], [-0.0859, 1.5830, -1.8662], [0.2895, 3.3248, -1.5165], [1.6424, 2.5272, 0.2242], [-0.9721, -0.8172, 1.3551], [0.1732, -1.3114, 0.6031], [-0.2454, -1.9057, -0.6687], [-1.3881, -1.5822, 2.0171], [-1.7662, -0.5119, 0.6486], [-0.8011, 0.0783, 1.9545], [0.7244, -0.4991, 0.3439], [-0.9970, -1.3056, -1.1961], [0.6372, -1.9985, -1.2945], [-0.5030, -2.9537, -0.5029]],
  "forces_ev_per_angstrom": [[-0.131, 0.346, -0.633], [1.103, -0.858, -0.834], [-0.649, -0.146, 0.670], [0.598, -0.027, 0.102], [-0.918, 0.630, 0.697], [-0.819, 0.033, -0.327], [0.069, 0.659, -0.269], [0.953, -0.466, 0.503], [0.052, -0.021, -0.101], [-0.113, -0.105, 0.234], [0.591, -0.171, 0.009], [0.071, 0.034, 0.271], [-0.218, -0.335, 0.015], [0.176, 0.260, -0.248], [-0.765, 0.166, -0.089]]
}